(1)
{"formula": "C21H25FN6O5", "method": "ωB97M-V with the def2-TZVPD basis set", "homo_lumo_gap_ev": 8.968, "smiles": "O=C(O)[C@H]1CN(c2ncnc3[nH]c4cc(F)ccc4c23)CCO1.CNC(=O)[C@H](C)NC(C)=O", "total_charge": 0, "energy_ev": -44079.3356, "largest_force_ev_per_a": 2.24, "spin_multiplicity": 1, "species": ["O", "O", "O", "F", "N", "N", "O", "O", "C", "C", "C", "C", "C", "C", "C", "C", "C", "C", "C", "C", "C", "N", "N", "N", "N", "C", "C", "C", "C", "C", "C", "C", "C", "H", "H", "H", "H", "H", "H", "H", "H", "H", "H", "H", "H", "H", "H", "H", "H", "H", "H", "H", "H", "H", "H", "H", "H", "H"], "positions_angstrom": [[-4.615, 4.421, -0.736], [3.630, -5.327, -4.821], [-3.829, 3.602, 4.451], [-3.615, -1.500, 0.287], [3.240, -2.121, 2.404], [4.276, -2.028, 0.280], [5.159, -4.245, -3.558], [3.099, -2.042, -4.481], [-4.688, 3.976, 0.398], [3.933, -4.376, -4.120], [-3.314, 3.753, 3.350], [4.317, -2.112, 1.612], [2.075, -2.002, 1.790], [3.096, -1.921, -0.328], [-1.585, -1.426, -0.977], [-0.183, -1.496, -1.032], [-1.543, -1.772, 1.426], [-2.265, -1.574, 0.243], [1.942, -1.877, 0.436], [0.512, -1.736, 0.155], [-0.153, -1.843, 1.373], [0.817, -1.999, 2.354], [-2.560, 4.844, 3.149], [3.108, -1.947, -1.725], [-3.707, 3.219, 0.883], [-5.897, 4.289, 1.257], [-1.790, 5.239, 1.967], [4.155, -1.249, -3.905], [2.842, -3.321, -3.851], [4.319, -1.403, -2.385], [2.571, -3.190, -2.335], [-2.522, 1.602, 2.247], [-3.593, 2.698, 2.249], [5.660, -5.018, -3.861], [5.291, -2.192, 2.085], [-2.158, -1.247, -1.881], [0.348, -1.353, -1.970], [-2.068, -1.862, 2.370], [0.649, -2.097, 3.349], [-2.502, 5.448, 3.955], [-2.961, 3.013, 0.239], [-5.596, 4.893, 2.110], [-6.352, 3.361, 1.599], [-6.619, 4.842, 0.657], [-1.235, 4.388, 1.569], [-1.077, 6.021, 2.238], [-2.457, 5.632, 1.197], [3.933, -0.199, -4.120], [5.104, -1.489, -4.394], [1.928, -3.715, -4.305], [4.572, -0.425, -1.960], [5.169, -2.066, -2.190], [2.991, -4.060, -1.815], [1.491, -3.235, -2.188], [-2.483, 1.128, 3.229], [-2.778, 0.851, 1.503], [-1.543, 2.024, 2.015], [-4.537, 2.219, 2.512]]}


(2)
{"formula": "C33H42ClFO15S", "method": "ωB97M-V with the def2-TZVPD basis set", "de_lowest_kcal_mol": 229.4, "homo_lumo_gap_ev": 7.828, "smiles": "C[C@@H](F)c1cc2c(cc1CCCS)C(=O)c1cc(CC(=O)Cl)ccc1C2=O.COC(=O)OC.COC(=O)OC.COC(=O)OC.COC(=O)OC", "total_charge": 0, "energy_ev": -91680.4948, "largest_force_ev_per_a": 5.52, "spin_multiplicity": 1, "species": ["C", "C", "F", "C", "C", "C", "C", "C", "C", "C", "C", "C", "S", "C", "O", "C", "C", "C", "C", "C", "O", "Cl", "C", "C", "C", "C", "O", "H", "H", "H", "H", "H", "H", "H", "H", "H", "H", "H", "H", "H", "H", "H", "H", "H", "H", "C", "O", "C", "O", "O", "C", "H", "H", "H", "H", "H", "H", "C", "O", "C", "O", "O", "C", "H", "H", "H", "H", "H", "H", "C", "O", "C", "O", "O", "C", "H", "H", "H", "H", "H", "H", "C", "O", "C", "O", "O", "C", "H", "H", "H", "H", "H", "H"], "positions_angstrom": [[-0.891, -0.869, 2.384], [-1.912, -0.811, 1.143], [-2.944, -1.845, 1.243], [-2.499, 0.634, 0.827], [-2.532, 1.060, -0.674], [-3.063, 2.427, -1.144], [-3.605, 3.457, -0.087], [-3.623, 3.047, 1.399], [-3.074, 1.642, 1.853], [-3.107, 1.304, 3.412], [-4.091, 0.108, 3.824], [-3.547, -0.449, 5.262], [-4.074, -2.192, 5.618], [-4.098, 4.885, -0.649], [-5.128, 5.480, -0.263], [-3.164, 5.489, -1.820], [-2.777, 6.991, -1.894], [-1.880, 7.483, -3.070], [-1.497, 9.040, -3.081], [0.064, 9.264, -2.694], [0.864, 9.581, -3.612], [0.679, 9.098, -0.977], [-1.419, 6.460, -4.137], [-1.776, 4.933, -4.076], [-2.653, 4.452, -2.891], [-3.079, 2.908, -2.685], [-3.396, 2.155, -3.632], [-0.595, 0.198, 2.661], [-1.472, -1.306, 3.284], [0.030, -1.522, 2.156], [-1.293, -1.115, 0.214], [-2.146, 0.328, -1.451], [-4.036, 3.761, 2.196], [-3.509, 2.253, 3.940], [-2.031, 1.184, 3.815], [-4.075, -0.794, 3.126], [-5.186, 0.415, 3.952], [-3.784, 0.301, 6.096], [-2.396, -0.457, 5.153], [-2.879, -2.894, 5.859], [-3.177, 7.682, -1.066], [-1.662, 9.501, -4.113], [-2.102, 9.596, -2.279], [-0.787, 6.817, -5.021], [-1.397, 4.199, -4.878], [-0.889, -4.619, 1.573], [0.195, -4.611, 0.643], [1.257, -5.336, 1.028], [1.354, -5.964, 2.055], [2.194, -5.241, 0.069], [3.390, -5.969, 0.344], [-1.689, -4.003, 1.161], [-1.272, -5.633, 1.711], [-0.580, -4.189, 2.529], [3.179, -7.037, 0.432], [3.870, -5.594, 1.250], [4.071, -5.820, -0.495], [3.657, 3.404, -1.837], [2.962, 4.642, -1.962], [3.590, 5.553, -2.726], [4.648, 5.400, -3.285], [2.832, 6.662, -2.759], [3.378, 7.725, -3.541], [3.060, 2.749, -1.201], [3.774, 2.927, -2.813], [4.630, 3.554, -1.362], [3.483, 7.421, -4.585], [4.339, 8.049, -3.135], [2.683, 8.565, -3.495], [2.185, -12.701, 1.036], [2.599, -11.759, 2.024], [1.912, -10.603, 2.004], [1.016, -10.324, 1.246], [2.398, -9.814, 2.975], [1.757, -8.540, 3.072], [2.805, -13.591, 1.145], [1.142, -12.985, 1.188], [2.334, -12.297, 0.032], [0.696, -8.660, 3.306], [1.887, -7.973, 2.153], [2.228, -7.989, 3.887], [4.449, -0.286, -0.285], [3.024, -0.341, -0.263], [2.472, -0.774, -1.410], [3.070, -1.103, -2.404], [1.137, -0.777, -1.254], [0.414, -1.219, -2.402], [4.784, 0.076, 0.688], [4.871, -1.280, -0.447], [4.797, 0.411, -1.051], [0.674, -2.250, -2.649], [0.601, -0.559, -3.253], [-0.649, -1.180, -2.163]]}


(3)
{"formula": "C41H90NO29P5", "method": "ωB97M-V with the def2-TZVPD basis set", "de_lowest_kcal_mol": 30.3, "homo_lumo_gap_ev": 9.678, "smiles": "CCOP(=O)(OCC)OCC.CCOP(=O)(OCC)OCC.CCOP(=O)(OCC)OCC.CCOP(=O)(OCC)OCC.CCOP(=O)(OCC)OCC.O=C1OCCO1.O=C1OCCO1.O=C1OCCO1.CC#N", "total_charge": 0, "energy_ev": -151299.1786, "largest_force_ev_per_a": 3.69, "spin_multiplicity": 1, "species": ["C", "C", "N", "H", "H", "H", "C", "C", "O", "P", "O", "O", "C", "C", "O", "C", "C", "H", "H", "H", "H", "H", "H", "H", "H", "H", "H", "H", "H", "H", "H", "H", "C", "C", "O", "P", "O", "O", "C", "C", "O", "C", "C", "H", "H", "H", "H", "H", "H", "H", "H", "H", "H", "H", "H", "H", "H", "H", "C", "C", "O", "P", "O", "O", "C", "C", "O", "C", "C", "H", "H", "H", "H", "H", "H", "H", "H", "H", "H", "H", "H", "H", "H", "H", "C", "C", "O", "P", "O", "O", "C", "C", "O", "C", "C", "H", "H", "H", "H", "H", "H", "H", "H", "H", "H", "H", "H", "H", "H", "H", "C", "C", "O", "P", "O", "O", "C", "C", "O", "C", "C", "H", "H", "H", "H", "H", "H", "H", "H", "H", "H", "H", "H", "H", "H", "H", "C", "C", "O", "C", "O", "O", "H", "H", "H", "H", "C", "C", "O", "C", "O", "O", "H", "H", "H", "H", "C", "C", "O", "C", "O", "O", "H", "H", "H", "H"], "positions_angstrom": [[-1.535, -1.845, -0.221], [-0.648, -0.971, -0.969], [0.061, -0.272, -1.539], [-2.531, -1.419, -0.143], [-1.078, -2.271, 0.669], [-1.747, -2.795, -0.727], [7.793, 1.267, 1.104], [8.500, 0.029, 0.540], [7.696, -0.821, -0.246], [7.396, -0.414, -1.771], [7.398, 1.041, -2.042], [8.542, -1.282, -2.503], [8.385, -2.652, -2.877], [7.927, -2.808, -4.309], [6.084, -1.265, -2.104], [4.863, -1.001, -1.435], [3.746, -0.643, -2.392], [8.475, 2.044, 1.447], [7.141, 1.766, 0.387], [7.168, 0.890, 1.917], [9.393, 0.336, -0.017], [8.938, -0.466, 1.409], [9.413, -3.021, -2.908], [7.817, -3.268, -2.181], [8.748, -2.471, -4.943], [7.612, -3.841, -4.462], [7.104, -2.155, -4.609], [4.564, -2.001, -1.082], [4.910, -0.420, -0.513], [3.886, 0.384, -2.748], [3.773, -1.305, -3.260], [2.714, -0.662, -2.040], [4.030, 6.579, -1.055], [4.018, 5.461, -2.098], [2.744, 4.796, -2.087], [1.498, 5.262, -2.945], [0.870, 6.472, -2.402], [0.589, 3.969, -3.122], [1.134, 2.649, -3.432], [0.881, 2.335, -4.879], [2.091, 5.465, -4.404], [1.199, 6.012, -5.406], [1.818, 5.688, -6.757], [3.082, 7.100, -0.921], [3.995, 6.109, -0.059], [4.948, 7.159, -1.070], [4.137, 5.861, -3.107], [4.826, 4.742, -1.980], [2.208, 2.682, -3.238], [0.709, 1.915, -2.753], [1.594, 2.810, -5.561], [1.030, 1.258, -4.985], [-0.037, 2.715, -5.328], [0.172, 5.665, -5.322], [1.258, 7.095, -5.285], [1.886, 4.596, -6.753], [1.301, 6.144, -7.597], [2.872, 5.957, -6.848], [1.827, -3.821, -1.727], [0.913, -4.889, -2.270], [1.612, -6.049, -2.762], [2.700, -6.828, -1.869], [2.963, -8.208, -2.322], [3.964, -5.863, -1.839], [5.332, -6.276, -1.868], [6.292, -5.218, -1.353], [2.079, -6.617, -0.397], [2.689, -7.105, 0.803], [2.926, -8.620, 0.799], [1.479, -2.789, -1.893], [1.902, -3.839, -0.641], [2.790, -3.639, -2.200], [0.190, -5.194, -1.507], [0.250, -4.590, -3.084], [5.380, -7.124, -1.174], [5.632, -6.737, -2.808], [6.072, -4.312, -1.923], [6.256, -4.974, -0.291], [7.335, -5.493, -1.514], [3.648, -6.581, 0.873], [2.030, -6.835, 1.626], [3.286, -8.787, 1.816], [1.999, -9.157, 0.607], [3.635, -8.905, 0.026], [-7.088, 1.864, 0.866], [-7.741, 2.189, 2.161], [-7.828, 0.982, 2.964], [-6.826, 0.549, 4.128], [-7.337, -0.446, 5.066], [-5.546, 0.011, 3.340], [-5.574, -1.194, 2.532], [-4.228, -1.864, 2.851], [-6.363, 1.954, 4.730], [-5.975, 2.165, 6.091], [-4.562, 1.721, 6.394], [-7.326, 0.850, 0.542], [-7.329, 2.527, 0.032], [-5.993, 1.913, 0.908], [-7.294, 3.019, 2.703], [-8.812, 2.327, 1.995], [-6.414, -1.866, 2.671], [-5.419, -0.777, 1.535], [-4.207, -2.871, 2.427], [-3.408, -1.264, 2.470], [-4.228, -1.963, 3.937], [-6.116, 3.213, 6.362], [-6.765, 1.628, 6.629], [-4.363, 0.682, 6.137], [-3.839, 2.369, 5.894], [-4.388, 1.871, 7.462], [-2.122, 2.167, 0.489], [-2.935, 2.752, 1.645], [-3.183, 4.116, 1.253], [-2.712, 5.296, 2.240], [-3.137, 6.622, 1.804], [-3.335, 4.848, 3.654], [-4.753, 4.758, 3.776], [-5.464, 6.070, 3.919], [-1.136, 5.092, 2.469], [-0.312, 5.533, 1.363], [0.426, 6.860, 1.599], [-2.161, 1.083, 0.628], [-2.610, 2.507, -0.418], [-1.052, 2.360, 0.550], [-3.891, 2.229, 1.759], [-2.510, 2.620, 2.643], [-5.186, 4.156, 2.967], [-4.961, 4.077, 4.607], [-5.298, 6.478, 4.913], [-5.192, 6.733, 3.091], [-6.526, 6.095, 3.651], [0.398, 4.725, 1.201], [-0.819, 5.654, 0.404], [1.000, 7.206, 0.743], [-0.312, 7.651, 1.761], [0.940, 6.797, 2.559], [-4.986, -0.329, -1.331], [-6.368, -0.323, -1.937], [-6.076, -0.777, -3.281], [-4.735, -0.905, -3.471], [-4.302, -1.465, -4.423], [-4.090, -0.425, -2.401], [-4.889, -1.129, -0.590], [-4.892, 0.600, -0.765], [-6.675, 0.720, -2.051], [-7.149, -0.998, -1.600], [-2.785, -6.004, 0.790], [-4.039, -6.757, 0.292], [-4.675, -5.729, -0.510], [-3.697, -4.908, -0.945], [-3.850, -3.970, -1.665], [-2.539, -5.213, -0.352], [-1.998, -6.715, 1.039], [-2.900, -5.407, 1.698], [-4.781, -7.034, 1.033], [-3.704, -7.558, -0.365], [-0.349, -2.454, 4.705], [0.429, -1.125, 5.029], [0.503, -0.582, 3.711], [-0.659, -0.880, 3.115], [-1.155, -0.238, 2.238], [-1.136, -2.039, 3.589], [-0.976, -2.768, 5.536], [0.361, -3.248, 4.477], [1.406, -1.517, 5.308], [-0.023, -0.631, 5.884]]}


(4)
{"formula": "C17H56O11", "method": "ωB97M-V with the def2-TZVPD basis set", "de_lowest_kcal_mol": 51.7, "homo_lumo_gap_ev": 9.918, "smiles": "CC(C)O.CC(C)O.CC(C)O.CO.CO.CO.CO.CO.CO.CO.CO", "total_charge": 0, "energy_ev": -41055.1972, "largest_force_ev_per_a": 3.44, "spin_multiplicity": 1, "species": ["C", "O", "H", "H", "H", "H", "C", "O", "H", "H", "H", "H", "C", "O", "H", "H", "H", "H", "C", "O", "H", "H", "H", "H", "C", "O", "H", "H", "H", "H", "C", "O", "H", "H", "H", "H", "C", "O", "H", "H", "H", "H", "C", "O", "H", "H", "H", "H", "C", "C", "C", "O", "H", "H", "H", "H", "H", "H", "H", "H", "C", "C", "C", "O", "H", "H", "H", "H", "H", "H", "H", "H", "C", "C", "C", "O", "H", "H", "H", "H", "H", "H", "H", "H"], "positions_angstrom": [[0.936, -2.544, 2.039], [0.687, -3.846, 2.429], [-0.023, -2.076, 1.818], [1.481, -1.933, 2.758], [1.347, -2.569, 1.030], [0.306, -3.828, 3.309], [-3.321, 0.043, -1.916], [-3.108, 0.715, -0.683], [-3.169, 0.748, -2.734], [-2.620, -0.769, -2.110], [-4.364, -0.273, -1.893], [-3.863, 1.302, -0.607], [4.641, -0.438, -0.025], [4.501, -0.735, -1.405], [5.335, 0.390, 0.116], [3.664, -0.064, 0.284], [4.771, -1.324, 0.597], [3.720, -1.279, -1.527], [-1.192, 3.250, -2.496], [-0.072, 2.800, -3.231], [-1.144, 4.337, -2.421], [-2.152, 3.077, -2.983], [-1.192, 2.770, -1.518], [0.755, 3.033, -2.803], [3.283, -3.849, -0.655], [2.691, -2.669, -1.234], [3.621, -4.571, -1.398], [4.100, -3.659, 0.041], [2.511, -4.426, -0.145], [1.930, -2.889, -1.776], [-0.819, -0.479, -4.848], [0.357, 0.094, -4.302], [-1.433, -0.922, -4.065], [-1.397, 0.305, -5.339], [-0.553, -1.251, -5.570], [0.180, 1.014, -4.093], [-1.414, -3.522, -0.997], [-1.381, -3.283, -2.396], [-2.343, -3.221, -0.512], [-1.291, -4.587, -0.799], [-0.659, -2.949, -0.458], [-0.490, -2.963, -2.557], [0.582, 0.226, -0.506], [-0.456, 0.451, 0.467], [1.592, 0.359, -0.118], [0.492, -0.802, -0.857], [0.588, 0.829, -1.414], [-1.318, 0.467, 0.045], [-0.272, 3.488, 1.646], [-0.303, 2.697, 2.923], [-1.687, 2.341, 3.445], [0.431, 1.542, 2.805], [0.724, 3.891, 1.464], [-0.853, 4.410, 1.640], [-0.686, 2.937, 0.801], [0.315, 3.266, 3.619], [-2.230, 1.756, 2.703], [-2.312, 3.189, 3.726], [-1.603, 1.810, 4.394], [0.192, 1.109, 1.982], [2.046, 5.007, -1.102], [3.058, 3.864, -1.321], [3.324, 3.042, 0.013], [2.503, 3.018, -2.340], [2.143, 5.559, -0.167], [1.031, 4.619, -1.190], [2.158, 5.751, -1.890], [4.024, 4.298, -1.579], [4.273, 2.508, -0.039], [2.502, 2.389, 0.304], [3.397, 3.797, 0.796], [3.103, 2.352, -2.686], [-2.792, -1.941, 2.803], [-3.507, -3.329, 2.709], [-3.173, -4.286, 3.843], [-4.818, -3.028, 2.921], [-2.609, -1.552, 1.802], [-1.773, -2.116, 3.150], [-3.272, -1.287, 3.531], [-3.361, -3.789, 1.732], [-3.440, -3.845, 4.803], [-2.118, -4.552, 3.904], [-3.671, -5.247, 3.717], [-5.043, -2.155, 2.593]]}